# 1
{"formula": "C7H14", "method": "ωB97M-V/def2-TZVPD", "elements": ["C", "C", "C", "C", "H", "H", "H", "H", "H", "H", "H", "H", "C", "C", "C", "H", "H", "H", "H", "H", "H"], "positions_angstrom": [[0.481, -1.110, 1.521], [1.426, -0.265, 1.129], [2.131, -0.368, -0.194], [1.204, 0.400, -1.155], [-0.095, -0.944, 2.426], [0.234, -1.993, 0.933], [1.603, 0.651, 1.694], [3.168, 0.004, -0.101], [2.205, -1.406, -0.528], [0.095, -0.123, -1.085], [1.386, 0.225, -2.202], [1.442, 1.489, -1.011], [-1.880, -0.810, -0.753], [-1.869, 0.030, 0.288], [-1.496, 1.459, 0.099], [-2.081, -0.429, -1.749], [-1.888, -1.889, -0.642], [-2.011, -0.341, 1.302], [-1.920, 1.850, -0.831], [-1.731, 2.122, 0.935], [-0.404, 1.447, -0.075]], "lowdin_charge": [-0.04, -0.22, -0.26, -0.14, 0.06, 0.07, 0.11, 0.11, 0.10, 0.09, 0.05, 0.09, -0.05, -0.27, -0.11, 0.07, 0.06, 0.09, 0.08, 0.08, 0.03], "e_lumo_ha": 0.042, "energy_ha": -275.0082, "homo_ev": -8.9}



# 2
{"formula": "C7H14", "method": "ωB97M-V/def2-TZVPD", "elements": ["C", "C", "C", "C", "H", "H", "H", "H", "H", "H", "H", "H", "C", "C", "C", "H", "H", "H", "H", "H", "H"], "positions_angstrom": [[-2.229, -0.019, 1.281], [-1.985, 0.053, -0.200], [-1.141, 0.859, -0.847], [-0.221, 1.891, -0.262], [-1.534, 0.602, 1.854], [-3.247, 0.311, 1.522], [-2.136, -1.051, 1.641], [-2.579, -0.637, -0.801], [-1.096, 0.770, -1.933], [0.799, 1.741, -0.636], [-0.188, 1.861, 0.831], [-0.531, 2.900, -0.560], [1.294, -1.484, -1.418], [2.221, -1.060, -0.563], [1.953, -0.681, 0.866], [1.542, -1.759, -2.440], [0.250, -1.561, -1.124], [3.257, -0.989, -0.896], [0.876, -0.646, 1.068], [2.408, -1.404, 1.555], [2.380, 0.300, 1.104]], "lowdin_charge": [-0.11, -0.20, -0.20, -0.10, 0.06, 0.07, 0.07, 0.10, 0.10, 0.07, 0.06, 0.08, -0.02, -0.24, -0.12, 0.05, 0.04, 0.09, 0.06, 0.07, 0.07], "e_lumo_ha": 0.041, "energy_ha": -275.0601, "homo_ev": -9.1}



What did the second record say?
{"formula": "C7H14", "method": "ωB97M-V/def2-TZVPD", "elements": ["C", "C", "C", "C", "H", "H", "H", "H", "H", "H", "H", "H", "C", "C", "C", "H", "H", "H", "H", "H", "H"], "positions_angstrom": [[-2.229, -0.019, 1.281], [-1.985, 0.053, -0.200], [-1.141, 0.859, -0.847], [-0.221, 1.891, -0.262], [-1.534, 0.602, 1.854], [-3.247, 0.311, 1.522], [-2.136, -1.051, 1.641], [-2.579, -0.637, -0.801], [-1.096, 0.770, -1.933], [0.799, 1.741, -0.636], [-0.188, 1.861, 0.831], [-0.531, 2.900, -0.560], [1.294, -1.484, -1.418], [2.221, -1.060, -0.563], [1.953, -0.681, 0.866], [1.542, -1.759, -2.440], [0.250, -1.561, -1.124], [3.257, -0.989, -0.896], [0.876, -0.646, 1.068], [2.408, -1.404, 1.555], [2.380, 0.300, 1.104]], "lowdin_charge": [-0.11, -0.20, -0.20, -0.10, 0.06, 0.07, 0.07, 0.10, 0.10, 0.07, 0.06, 0.08, -0.02, -0.24, -0.12, 0.05, 0.04, 0.09, 0.06, 0.07, 0.07], "e_lumo_ha": 0.041, "energy_ha": -275.0601, "homo_ev": -9.1}